C28H48Cl2OP2Pm as an isolated structure at a distorted geometry, computed with ωB97M-V/def2-TZVPD.

energy relative to the best compared isomer or geometry (same formula, charge and spin)	0.0	kcal/mol
highest occupied orbital energy (spin up / spin down)	-0.05219 / -0.05331	Ha
net charge	-1
spin multiplicity	5
<S²>	6.008
E_tot	-92044.2669	eV

Structure (XYZ):
```
82
Properties=species:S:1:pos:R:3:forces:R:3
P 1.349 -0.690 0.989 -3.82 0.71 -1.15
C 2.259 0.887 1.200 0.19 -0.62 0.39
C 3.577 0.675 1.925 0.35 0.92 0.03
C 4.197 2.040 2.260 0.13 -0.18 0.13
C 4.335 2.939 1.023 -0.01 -0.11 0.00
C 3.034 3.062 0.218 -0.13 -0.15 0.08
C 2.428 1.685 -0.105 0.16 0.02 0.21
C 1.888 -1.725 -0.434 0.38 0.15 0.72
C 3.349 -2.129 -0.310 0.03 -0.61 -0.77
C 3.662 -3.169 -1.395 0.24 -0.02 0.15
C 3.301 -2.685 -2.806 0.01 0.08 0.03
C 1.878 -2.116 -2.911 -0.04 0.02 0.11
C 1.563 -1.096 -1.804 0.09 -0.13 0.05
C 1.256 -1.676 2.547 1.21 0.08 -0.20
C 0.625 -0.831 3.679 -0.14 -0.30 -0.10
C 0.469 -1.667 4.960 0.19 0.01 -0.05
C -0.326 -2.958 4.737 0.19 0.07 -0.25
C 0.266 -3.774 3.581 0.19 0.06 -0.03
C 0.472 -2.979 2.282 -0.07 0.06 0.07
H 1.571 1.477 1.839 0.27 -0.23 -0.12
H 4.256 0.111 1.269 -0.06 0.04 0.18
H 3.439 0.100 2.854 0.02 0.06 -0.27
H 5.170 1.869 2.730 0.10 0.21 -0.04
H 3.576 2.532 3.021 -0.03 -0.01 -0.15
H 4.683 3.934 1.320 0.02 -0.06 -0.02
H 5.112 2.515 0.371 -0.06 0.02 0.03
H 2.298 3.658 0.780 0.11 -0.16 -0.02
H 3.215 3.609 -0.713 0.04 -0.02 0.06
H 1.461 1.796 -0.622 0.30 -0.18 0.13
H 3.124 1.139 -0.765 -0.20 0.20 0.12
H 1.247 -2.626 -0.372 0.20 0.27 0.18
H 3.106 -4.087 -1.161 -0.05 0.10 -0.05
H 3.569 -2.554 0.682 -0.07 0.16 -0.20
H 3.984 -1.242 -0.446 -0.05 -0.13 0.02
H 4.721 -3.432 -1.329 0.08 -0.10 -0.22
H 3.411 -3.511 -3.519 0.07 0.07 0.05
H 4.020 -1.912 -3.111 -0.06 -0.03 0.06
H 1.730 -1.652 -3.893 0.03 -0.05 0.12
H 1.152 -2.940 -2.854 0.09 0.11 0.09
H 0.500 -0.806 -1.843 0.36 0.07 0.09
H 2.172 -0.188 -1.947 -0.27 -0.30 -0.08
H 2.299 -1.933 2.811 -0.27 -0.26 0.49
H 1.235 0.057 3.906 -0.08 -0.21 -0.16
H -0.362 -0.463 3.355 0.27 -0.12 -0.03
H 1.472 -1.923 5.334 -0.12 -0.02 -0.04
H -0.005 -1.063 5.739 -0.02 0.01 -0.01
H -1.373 -2.715 4.525 0.07 0.02 -0.03
H -0.304 -3.569 5.647 -0.10 0.10 -0.06
H -0.356 -4.649 3.377 -0.03 -0.02 0.00
H 1.248 -4.156 3.896 -0.07 0.01 0.04
H 1.025 -3.624 1.575 -0.16 0.29 0.21
H -0.496 -2.755 1.797 0.30 0.07 0.21
Pm -3.077 0.069 -0.205 4.57 0.20 -0.75
Cl -2.268 -2.337 -0.528 -0.01 -0.67 -0.08
Cl -2.602 0.722 2.225 -0.34 0.31 0.68
C -1.393 1.490 -1.330 -0.99 -0.82 0.42
H -0.768 2.305 -0.917 -0.41 0.05 0.02
C -1.398 1.485 -2.748 -0.19 0.17 1.10
C -1.822 0.303 -3.472 -0.10 0.32 -0.24
C -1.919 0.337 -4.856 -0.04 0.34 0.15
C -1.603 1.509 -5.567 -0.22 -0.24 -0.55
C -1.168 2.660 -4.885 0.21 0.00 0.31
C -1.035 2.659 -3.510 -0.04 -0.56 -0.67
H -2.032 -0.626 -2.906 0.26 0.50 -0.40
H -2.241 -0.559 -5.396 0.11 0.24 0.08
H -0.921 3.572 -5.444 -0.07 -0.34 0.08
H -0.678 3.539 -2.968 -0.17 -0.22 -0.14
H -1.689 1.524 -6.655 0.03 -0.02 0.23
C -6.775 1.727 1.194 -0.43 0.25 0.14
P -5.863 1.443 -0.313 0.90 -1.38 -0.39
C -6.964 1.558 -1.721 -0.24 0.29 0.03
C -4.568 2.711 -0.488 -0.60 0.19 0.10
O -5.275 0.012 -0.311 -2.06 1.56 -0.11
H -7.465 2.563 1.016 0.10 -0.12 0.25
H -6.102 1.965 2.030 -0.14 -0.16 -0.32
H -7.352 0.819 1.424 0.21 0.30 -0.06
H -7.567 2.467 -1.604 -0.03 -0.16 -0.29
H -6.372 1.609 -2.651 -0.26 -0.09 0.41
H -7.610 0.664 -1.716 0.27 0.40 -0.08
H -3.971 2.826 0.438 -0.19 -0.20 -0.43
H -3.892 2.540 -1.355 0.00 -0.16 0.40
H -5.091 3.656 -0.674 0.07 0.01 0.07
```
Positions in Å, forces in eV/Å.

These are the Löwdin partial charges, in e, on atoms 1 to 4: P 1.081; C -0.468; C -0.228; C -0.211